Formula: C29H48BrN3P2PbS
Source: the OMol25 dataset
Level of theory: the ωB97M-V functional and the def2-TZVPD basis

Structure (XYZ):
```
85
Properties=species:S:1:pos:R:3:forces:R:3:lowdin_charge:R:1
N 4.300 -6.678 -3.151 0.15 -0.21 -0.21 0.0705
C 5.055 -5.720 -2.606 -0.76 0.26 0.59 -0.1076
C 4.536 -4.769 -1.711 -0.74 -0.56 -0.55 -0.0021
C 3.147 -4.812 -1.419 0.61 -0.45 -0.30 -0.2319
C 2.381 -5.862 -1.968 0.67 0.15 -0.47 -0.0136
C 3.010 -6.764 -2.845 -0.13 0.62 0.88 -0.1150
C 2.486 -3.691 -0.722 -0.98 -1.11 -0.72 -0.3316
Pb 1.826 -3.171 1.388 1.38 0.95 4.04 1.5594
P -0.778 -0.226 4.259 -0.88 0.96 0.67 0.9796
C 1.029 -3.750 -0.512 -0.78 1.45 -4.47 -0.4144
C 0.212 -2.565 -0.783 1.55 -2.76 0.86 -0.2787
C -1.128 -2.519 -0.337 -1.80 0.65 0.47 -0.0496
C -1.898 -1.429 -0.586 0.15 -0.60 0.87 -0.1233
C -1.305 -0.175 -1.129 -0.54 0.08 -1.06 -0.7893
C -0.060 -0.430 -1.890 1.38 -0.94 0.64 -0.1308
C 0.710 -1.522 -1.598 0.14 2.08 -0.77 -0.0218
Br -0.761 0.992 0.369 -0.07 0.13 0.12 0.9222
H 2.986 -2.717 -0.859 -0.42 -0.20 -0.04 0.0982
H 0.517 -4.727 -0.412 0.36 0.61 0.27 0.1353
H 5.177 -3.978 -1.342 -0.08 -0.01 0.11 0.1136
H 1.300 -5.936 -1.842 0.34 0.03 0.00 0.1014
H 6.103 -5.698 -2.898 -0.20 -0.01 0.07 0.1176
H 2.412 -7.557 -3.293 0.33 0.11 -0.04 0.1173
H -1.497 -3.337 0.303 -0.07 0.32 -0.63 0.1449
H 1.744 -1.571 -1.953 -0.63 -0.03 -0.26 0.1315
H -2.926 -1.378 -0.231 0.38 -0.14 0.11 0.0993
H 0.312 0.340 -2.555 0.13 -0.03 0.19 0.1150
P -2.552 0.791 -2.157 0.52 -0.67 0.16 1.0157
C 0.898 -0.624 3.681 0.01 -0.09 -0.25 -0.5045
C 1.788 -0.939 4.878 0.50 -0.20 -0.16 -0.1707
H 1.279 0.208 3.076 0.14 -0.30 0.06 0.0468
H 0.751 -1.488 3.019 0.27 0.14 0.16 -0.0819
H 2.831 -1.048 4.566 -0.01 -0.04 0.09 0.0675
H 1.758 -0.143 5.631 -0.08 -0.12 -0.20 0.0737
H 1.479 -1.867 5.369 -0.01 0.15 0.00 0.0732
C -1.904 -1.123 3.113 0.32 0.03 -0.32 -0.4748
C -3.376 -0.923 3.497 -0.06 -0.20 -0.12 -0.1582
H -1.610 -2.186 3.158 -0.22 0.24 -0.05 0.0732
H -1.697 -0.727 2.105 -0.24 -0.51 0.23 -0.0128
H -4.002 -1.665 2.980 0.05 0.24 0.14 0.0673
H -3.535 -1.047 4.579 0.07 0.05 -0.34 0.0735
H -3.733 0.078 3.209 0.13 -0.25 0.15 0.0674
C -0.948 1.511 3.570 -0.11 -0.20 0.00 -0.4809
C -1.224 2.540 4.654 -0.10 0.32 0.03 -0.1681
H -1.734 1.540 2.803 -0.04 -0.08 0.35 0.0141
H -0.019 1.760 3.053 0.09 0.06 -0.04 0.0321
H -1.473 3.502 4.187 0.01 -0.10 0.24 0.0697
H -2.075 2.216 5.271 0.35 0.23 -0.05 0.0711
H -0.335 2.696 5.284 -0.42 -0.13 -0.05 0.0761
C -2.020 2.525 -2.293 0.17 -0.07 0.10 -0.3393
C -3.044 3.490 -2.887 -0.35 0.23 -0.57 -0.1034
H -1.098 2.557 -2.894 -0.18 -0.19 0.27 0.0948
H -1.744 2.823 -1.278 -0.10 -0.05 -0.08 0.0374
H -2.995 3.491 -3.988 -0.10 -0.06 0.39 0.0903
H -4.081 3.265 -2.600 0.33 0.15 -0.01 0.0695
H -2.815 4.513 -2.561 -0.09 -0.33 -0.06 0.0937
C -4.164 0.580 -1.358 0.04 0.44 0.20 -0.3063
C -4.955 -0.675 -1.736 -0.21 -0.15 -0.21 -0.1136
H -4.759 1.469 -1.618 0.17 -0.20 0.21 0.0964
H -3.971 0.618 -0.274 -0.06 0.14 -0.23 0.0988
H -5.345 -0.588 -2.759 0.12 -0.16 0.32 0.0878
H -4.388 -1.613 -1.645 -0.19 0.36 -0.11 0.0702
H -5.812 -0.737 -1.056 0.14 -0.05 -0.21 0.0968
C -2.545 -0.072 -3.746 -0.37 0.05 0.13 -0.3032
C -1.373 0.234 -4.664 0.37 -0.02 -0.43 -0.1124
H -3.498 0.164 -4.234 0.10 -0.04 0.06 0.1074
H -2.557 -1.143 -3.504 -0.19 0.15 -0.01 0.1109
H -0.489 -0.354 -4.390 -0.28 0.16 -0.20 0.0696
H -1.669 -0.057 -5.678 0.24 0.16 0.16 0.0974
H -1.088 1.294 -4.671 -0.16 -0.27 -0.13 0.0763
S 2.995 1.092 0.388 0.19 0.14 -0.30 0.4870
C 3.143 2.783 0.358 -0.06 1.15 0.25 -0.8689
N 4.116 3.457 1.013 -0.10 -0.96 0.28 0.0137
C 4.049 4.863 1.441 0.50 0.11 -0.51 -0.1558
C 2.637 5.408 1.302 -0.28 -0.02 0.33 -0.1627
C 2.052 5.006 -0.043 0.32 0.12 -0.55 -0.1678
N 2.251 3.575 -0.292 -0.49 -0.91 0.03 -0.0046
H 4.832 2.860 1.421 -0.41 0.29 -0.02 0.1296
H 4.732 5.448 0.809 -0.11 -0.06 0.13 0.1266
H 4.432 4.925 2.468 -0.26 -0.02 -0.25 0.1311
H 2.652 6.502 1.378 0.04 -0.25 0.00 0.1267
H 2.006 5.039 2.118 0.07 -0.05 -0.11 0.1198
H 2.552 5.587 -0.834 -0.17 -0.14 0.15 0.1268
H 0.974 5.205 -0.115 0.32 0.04 0.15 0.1219
H 1.527 3.056 -0.789 0.40 0.33 0.44 0.0921
```
Forces are in eV/Å.

## Properties
Energy above the lowest of the compared OMol25 structures with the same formula, charge and spin   198.4 kJ/mol
E_LUMO   -7.8 eV
Kohn-Sham gap   4.667 eV
Total charge   +2



Formula: C5H16NO
Source: the OMol25 dataset
Level of theory: the ωB97M-V functional and the def2-TZVPD basis

Structure (XYZ):
```
23
Properties=species:S:1:pos:R:3:forces:R:3:lowdin_charge:R:1
C -0.200 1.348 -1.499 0.32 -0.29 0.69 -0.0171
C -0.630 0.202 -0.612 -0.85 -1.03 -0.55 -0.3417
C 0.332 -0.984 -0.403 1.09 1.16 -0.79 -0.3603
C 0.442 -1.750 -1.732 -0.65 -0.07 0.14 -0.0482
C 1.733 -0.478 0.029 -0.95 0.23 0.09 -0.0473
N -1.049 0.703 0.743 -0.22 0.24 0.64 0.2043
H 0.003 0.978 -2.495 0.22 0.02 -0.10 0.0899
H 0.689 1.815 -1.064 -0.09 0.18 -0.36 0.0954
H -1.013 2.057 -1.582 -0.08 0.34 -0.01 0.0902
H -1.503 -0.286 -1.052 -0.38 0.41 0.15 0.1539
H -0.065 -1.668 0.345 -0.13 0.12 0.17 0.1373
H 1.408 -2.237 -1.771 -0.04 -0.39 -0.15 0.0890
H 0.336 -1.129 -2.617 0.36 0.40 0.05 0.0764
H -0.390 -2.448 -1.847 0.29 -0.32 0.20 0.0908
H 2.212 -1.242 0.601 0.51 -0.38 0.39 0.0812
H 1.687 0.436 0.630 0.04 -0.12 0.22 0.0718
H 2.356 -0.228 -0.814 0.13 -0.02 -0.42 0.0877
H -0.229 0.953 1.303 -0.04 -0.44 0.22 0.1329
H -1.573 -0.026 1.228 0.43 -0.07 0.26 0.1589
H -1.654 1.526 0.849 0.06 -0.01 -0.82 0.1777
H -1.409 0.151 4.081 0.07 0.31 0.57 0.0563
H -0.616 1.540 4.096 -0.29 -0.33 0.45 0.0614
O -0.868 0.766 3.583 0.21 0.06 -1.06 -0.0405
```
Forces are in eV/Å.

## Properties
Energy above the lowest of the compared OMol25 structures with the same formula, charge and spin   40.3 kJ/mol
E_LUMO   -3.2 eV
Kohn-Sham gap   12.234 eV
Total charge   +1



Formula: C6H10ClN4O
Source: the OMol25 dataset
Level of theory: the ωB97M-V functional and the def2-TZVPD basis

Structure (XYZ):
```
22
Properties=species:S:1:pos:R:3:forces:R:3:lowdin_charge:R:1
C -0.693 2.042 1.397 -1.22 0.51 1.22 -0.0607
C 0.592 2.146 0.982 -0.96 1.00 0.21 -0.6861
C -0.013 0.073 0.707 -0.78 -0.88 -0.69 -0.1987
C -1.992 -0.632 -1.189 3.97 -2.08 2.58 -0.3063
C 2.448 0.777 0.125 -0.22 -2.98 2.23 -0.0029
C -0.338 -1.216 0.144 -0.73 -0.22 -0.92 -0.1625
N 1.033 0.940 0.466 -2.82 -0.49 0.31 -0.0550
N -1.071 0.732 1.292 4.35 -0.11 -1.75 0.1206
N -1.790 -1.670 -1.966 -1.49 1.95 0.25 0.1888
N 0.566 -1.932 -0.723 -2.52 0.71 1.59 0.0263
O -2.571 0.291 -0.789 -1.08 0.42 -0.81 0.1753
Cl 1.598 3.488 1.150 0.19 0.33 -0.20 0.8064
H -1.488 2.676 1.797 1.12 0.48 -0.09 0.1493
H 2.746 1.631 -0.417 0.67 0.94 -0.17 0.0606
H 2.802 0.630 1.206 0.98 0.53 -1.99 0.1416
H 2.685 -0.153 -0.466 -0.64 0.99 0.71 0.1053
H -1.002 -1.864 0.784 0.94 0.70 -0.60 0.1479
H -1.816 0.229 1.679 -1.40 -0.26 0.40 0.1535
H -1.001 -2.303 -1.799 -0.06 0.14 0.04 0.1016
H -2.567 -1.767 -2.566 -0.52 -1.09 -1.44 0.1255
H 0.872 -1.392 -1.487 1.14 0.02 -0.73 0.0808
H 0.998 -2.723 -0.326 1.10 -0.61 -0.16 0.0886
```
Forces are in eV/Å.

## Properties
Energy above the lowest of the compared OMol25 structures with the same formula, charge and spin   52.3 kJ/mol
E_LUMO   -3.0 eV
Kohn-Sham gap   8.460 eV
Total charge   +1



Formula: C6H6O2S
Source: the OMol25 dataset
Level of theory: the ωB97M-V functional and the def2-TZVPD basis

Structure (XYZ):
```
15
Properties=species:S:1:pos:R:3:forces:R:3:lowdin_charge:R:1
C -0.317 1.179 2.053 -0.63 0.66 -0.35 -0.1306
C 0.679 0.235 2.052 1.09 -1.10 2.79 -0.1143
C -1.156 1.261 0.947 0.76 -1.65 -0.81 -0.0915
C 0.954 -0.581 0.965 -2.57 1.24 -1.28 -0.0183
C -0.999 0.393 -0.157 0.44 -1.19 -0.89 -0.0183
C 0.115 -0.495 -0.169 0.10 1.56 0.63 -0.3133
O 0.178 -1.169 -4.022 0.83 -0.25 -1.00 -0.6975
O 0.533 -1.222 -1.263 -1.49 1.15 -1.13 -0.0107
S 1.250 -1.533 -5.010 -0.88 0.29 0.84 0.7777
H -0.436 1.829 2.942 -0.14 -0.51 -0.76 0.1099
H 1.080 0.094 3.128 0.26 0.00 -2.22 0.1316
H -1.978 1.895 0.972 -1.33 1.18 -0.07 0.0743
H 1.662 -1.295 0.731 2.00 -1.31 0.87 0.0881
H -1.692 0.243 -1.057 0.75 0.92 1.53 0.1324
H 0.126 -0.834 -2.111 0.81 -1.00 1.84 0.0804
```
Forces are in eV/Å.

## Properties
Energy above the lowest of the compared OMol25 structures with the same formula, charge and spin   202.4 kJ/mol
E_LUMO (alpha / beta)   -2.1 / -2.2 eV
Kohn-Sham gap (alpha / beta)   6.302 / 6.273 eV